[1]
# C42H50BaBrGeN5O2PSe3

A molecular structure, C42H50BaBrGeN5O2PSe3 in a non-equilibrium geometry (the ωB97M-V functional and the def2-TZVPD basis, OMol25).

XYZ file:
```
106
Properties=species:S:1:pos:R:3
Ba -0.17 0.71 0.36
Br 5.25 -7.13 -4.40
C 5.76 -5.39 -3.80
C 5.41 -4.99 -2.52
C 5.73 -3.72 -2.10
C 6.44 -2.85 -2.95
C 6.81 -3.29 -4.22
C 6.45 -4.55 -4.65
N 6.94 -1.67 -2.44
N 6.34 -0.85 -1.75
C 4.97 -0.77 -1.65
C 4.11 -1.06 -2.71
C 2.75 -0.87 -2.62
C 2.13 -0.40 -1.45
O 0.87 -0.24 -1.33
C 3.00 -0.08 -0.34
N 2.42 0.36 0.79
C 3.16 0.58 1.85
C 4.55 0.41 1.85
C 5.18 0.00 0.70
C 4.41 -0.26 -0.44
H 4.87 -5.65 -1.87
H 5.46 -3.39 -1.11
H 7.34 -2.62 -4.88
H 6.71 -4.88 -5.65
H 4.54 -1.38 -3.65
H 2.12 -1.10 -3.47
H 2.64 0.89 2.75
H 5.11 0.60 2.75
H 6.25 -0.13 0.65
Se -1.01 -3.12 0.36
P -2.80 -2.27 1.24
Se -3.22 -0.20 0.79
C -2.74 -2.60 3.03
C -2.72 -1.56 3.96
C -2.68 -1.86 5.31
C -2.67 -3.17 5.73
C -2.65 -4.21 4.81
C -2.68 -3.92 3.46
C -4.27 -3.23 0.69
C -4.18 -4.29 -0.20
C -5.33 -4.93 -0.62
C -6.57 -4.52 -0.16
C -6.65 -3.46 0.73
C -5.51 -2.82 1.16
H -2.74 -0.53 3.62
H -2.68 -1.06 6.04
H -2.69 -3.40 6.79
H -2.61 -5.23 5.14
H -2.66 -4.72 2.73
H -3.21 -4.63 -0.54
H -5.27 -5.75 -1.32
H -7.47 -5.02 -0.49
H -7.62 -3.12 1.08
H -5.56 -1.99 1.86
N -1.84 -3.19 -2.73
C -2.50 -2.01 -3.35
C -1.84 -0.74 -2.76
N -2.34 0.53 -3.24
H -2.36 -4.05 -2.88
H -1.69 -3.06 -1.64
H -0.89 -3.30 -3.10
H -3.56 -2.04 -3.10
H -2.38 -2.05 -4.43
H -0.76 -0.78 -2.93
H -2.00 -0.76 -1.68
H -3.31 0.68 -2.98
H -2.24 0.63 -4.24
C 1.77 3.93 2.02
C 0.84 2.91 2.62
O 0.10 2.26 1.90
C 0.89 2.72 4.08
C 1.56 3.62 4.91
C 1.60 3.40 6.28
C 0.99 2.28 6.82
C 0.33 1.37 6.00
C 0.27 1.59 4.64
H 1.72 3.85 0.94
H 2.79 3.75 2.35
H 1.50 4.94 2.32
H 2.03 4.50 4.50
H 2.12 4.09 6.91
H 1.03 2.11 7.88
H -0.13 0.49 6.42
H -0.23 0.89 3.99
C -1.40 7.71 -1.84
Ge -2.07 5.84 -1.72
C -3.01 5.32 -3.39
C -3.19 5.50 -0.12
C -0.45 4.64 -1.57
Se -0.90 2.77 -1.99
C 0.68 2.37 -3.04
H -2.24 8.39 -1.92
H -0.78 7.82 -2.72
H -0.82 7.98 -0.97
H -3.95 5.87 -3.48
H -3.23 4.26 -3.38
H -2.40 5.54 -4.26
H -4.18 5.92 -0.24
H -2.74 5.94 0.77
H -3.28 4.43 0.04
H -0.02 4.70 -0.57
H 0.29 4.94 -2.30
H 0.67 2.98 -3.94
H 0.61 1.32 -3.30
H 1.58 2.55 -2.46
```

Output
relative energy (zero: lowest compared OMol25 entry of this formula, charge and spin)	57.96	kcal/mol
net charge	+1
multiplicity	1
Kohn-Sham gap	6.01	eV
E_LUMO	-3.04	eV
highest occupied orbital energy	-9.05	eV



[2]
# C2H15NO4

5 unconnected molecules or ions with the total composition C2H15NO4 in a non-equilibrium geometry (the ωB97M-V functional and the def2-TZVPD basis, OMol25).

XYZ file:
```
22
Properties=species:S:1:pos:R:3
C 2.49 0.20 1.01
C 1.44 -0.98 1.15
N 0.41 -0.97 0.01
H 2.97 0.16 0.01
H 3.36 0.12 1.66
H 2.03 1.19 1.06
H 0.91 -0.78 2.07
H 2.09 -1.86 1.14
H 0.28 -1.98 -0.15
H 1.04 -0.75 -0.75
H 3.99 -2.14 -1.50
H 2.59 -1.59 -1.72
O 3.12 -2.39 -1.77
H -6.20 1.94 -0.31
H -7.07 0.68 -0.14
O -6.94 1.48 -0.69
H -0.62 3.27 -0.41
H 0.38 2.11 -0.65
O 0.11 2.98 -0.98
H -1.38 -0.40 0.51
H -2.75 -0.33 -0.14
O -2.25 0.05 0.60
```

Output
relative energy (zero: lowest compared OMol25 entry of this formula, charge and spin)	29.83	kcal/mol
net charge	0
multiplicity	1
SMILES	CCN.O.O.O.O
Kohn-Sham gap	11.29	eV
E_LUMO	0.41	eV
highest occupied orbital energy	-10.88	eV



[3]
# HN2O5S

A gas-phase ion, HN2O5S (charge -1) in a non-equilibrium geometry (the ωB97M-V functional and the def2-TZVPD basis, OMol25).

XYZ file:
```
9
Properties=species:S:1:pos:R:3
N 0.44 0.90 -0.34
N 1.09 1.89 -0.94
O 0.88 -0.26 0.16
O 0.30 2.78 -1.30
O -1.43 -0.52 1.02
O 0.28 -2.15 1.74
O -0.60 -2.15 -0.57
S -0.39 -1.42 0.68
H -0.57 0.92 -0.45
```

Output
relative energy (zero: lowest compared OMol25 entry of this formula, charge and spin)	33.98	kcal/mol
net charge	-1
multiplicity	1
SMILES	O=NNOS(=O)(=O)[O-]
Kohn-Sham gap	9.35	eV
E_LUMO	4.00	eV
highest occupied orbital energy	-5.35	eV



[4]
# C2H5NOS

C2H5NOS in the gas phase in a non-equilibrium geometry (the ωB97M-V functional and the def2-TZVPD basis, OMol25).

XYZ file:
```
10
Properties=species:S:1:pos:R:3
C 0.79 -0.09 -1.19
C -0.66 0.70 0.66
H 0.17 -1.02 -1.35
H 1.04 0.37 -2.21
H 1.71 -0.18 -0.65
H -1.15 -0.93 1.84
H 0.19 -1.23 0.88
N -0.55 -0.58 1.11
O -0.03 0.95 -0.51
S -1.52 2.00 1.43
```

Output
relative energy (zero: lowest compared OMol25 entry of this formula, charge and spin)	28.22	kcal/mol
net charge	0
multiplicity	1
SMILES	COC(N)=S
Kohn-Sham gap	8.79	eV
E_LUMO	0.52	eV
highest occupied orbital energy	-8.26	eV



[5]
# CH6OSi

2 unconnected molecules or ions with the total composition CH6OSi in a non-equilibrium geometry (the ωB97M-V functional and the def2-TZVPD basis, OMol25).

XYZ file:
```
9
Properties=species:S:1:pos:R:3
C -0.57 2.05 -0.68
O 0.74 -2.36 1.54
Si 0.37 0.64 -0.99
H -0.38 3.08 -0.92
H -1.70 1.73 -0.38
H 0.19 -1.61 1.68
H -0.01 -3.06 1.53
H 1.90 0.17 -1.04
H -0.56 -0.65 -0.75
```

Output
relative energy (zero: lowest compared OMol25 entry of this formula, charge and spin)	86.39	kcal/mol
net charge	0
multiplicity	1
SMILES	C=[SiH2].O
Kohn-Sham gap	8.91	eV
E_LUMO	0.11	eV
highest occupied orbital energy	-8.80	eV



[6]
# C23H13ClN3O7Zn

A molecular structure, C23H13ClN3O7Zn in a non-equilibrium geometry (the ωB97M-V functional and the def2-TZVPD basis, OMol25).

XYZ file:
```
48
Properties=species:S:1:pos:R:3
Zn 0.74 0.18 1.17
Cl -3.56 -4.50 -1.03
C -2.62 -3.55 0.13
C -1.67 -4.20 0.92
C -0.82 -3.49 1.71
C -0.82 -2.06 1.75
O 0.12 -1.35 2.27
C -2.03 -1.43 1.16
C -2.17 -0.02 0.98
N -1.21 0.89 1.12
C -1.51 2.25 1.03
C -2.69 2.90 1.25
C -2.76 4.30 1.21
C -1.68 5.11 0.90
C -0.42 4.45 0.71
C 0.77 5.12 0.46
C 1.94 4.41 0.22
C 1.87 3.00 0.22
N 0.79 2.36 0.54
C -0.35 3.06 0.77
C -2.83 -2.23 0.32
H -1.57 -5.24 0.75
H -0.01 -4.04 2.22
H -3.14 0.37 0.65
H -3.53 2.29 1.50
H -3.69 4.84 1.40
H -1.83 6.22 0.79
H 0.70 6.18 0.41
H 2.87 4.91 0.02
H 2.77 2.39 0.06
H -3.59 -1.69 -0.17
O 0.95 -5.64 -2.65
C 1.93 -4.93 -2.34
O 3.17 -5.27 -2.33
C 1.62 -3.53 -1.88
C 0.37 -2.96 -2.15
C 0.02 -1.76 -1.47
N 0.87 -1.16 -0.63
C 2.08 -1.69 -0.43
C 2.48 -2.85 -1.00
C 3.06 -0.96 0.47
O 4.22 -1.35 0.50
O 2.64 0.12 1.09
H -0.36 -3.49 -2.74
H -0.98 -1.36 -1.61
H 3.43 -3.31 -0.74
O 3.82 4.48 -3.71
O 2.60 4.24 -3.81
```

Output
relative energy (zero: lowest compared OMol25 entry of this formula, charge and spin)	0.00	kcal/mol
net charge	-1
multiplicity	1
Kohn-Sham gap (alpha / beta)	4.57 / 4.57	eV
E_LUMO (alpha / beta)	-0.18 / -0.18	eV
highest occupied orbital energy (alpha / beta)	-4.75 / -4.75	eV



[7]
# C24H22BF4HfN4S2

A molecular structure, C24H22BF4HfN4S2 (the ωB97M-V functional and the def2-TZVPD basis, OMol25).

XYZ file:
```
58
Properties=species:S:1:pos:R:3
Hf 0.54 0.08 0.51
C -2.33 0.43 -1.09
N -1.20 1.33 -0.72
C -0.53 1.81 -1.95
C 0.12 0.66 -2.66
C 0.35 0.68 -4.02
C 0.95 -0.42 -4.61
C 1.25 -1.52 -3.83
C 0.98 -1.47 -2.47
N 0.45 -0.39 -1.89
C -1.71 2.46 0.07
C -0.59 3.23 0.71
C -0.66 4.60 0.88
C 0.37 5.23 1.57
C 1.42 4.48 2.05
C 1.42 3.12 1.81
N 0.44 2.50 1.15
C -2.49 -0.74 -0.17
C -3.73 -1.19 0.23
C -3.81 -2.41 0.90
C -2.66 -3.14 1.11
C -1.45 -2.59 0.72
N -1.35 -1.41 0.11
H -3.26 1.00 -1.18
H -2.12 0.02 -2.08
H -1.25 2.30 -2.61
H 0.23 2.54 -1.67
H 0.07 1.54 -4.60
H 1.16 -0.43 -5.67
H 1.70 -2.41 -4.25
H 1.19 -2.30 -1.82
H -2.32 3.12 -0.56
H -2.35 2.06 0.85
H -1.50 5.16 0.49
H 0.34 6.31 1.72
H 2.24 4.93 2.59
H 2.23 2.49 2.15
H -4.61 -0.62 0.01
H -4.77 -2.78 1.24
H -2.68 -4.10 1.60
H -0.51 -3.11 0.90
S 2.54 1.26 -0.41
C 3.49 -0.10 -1.04
C 4.47 0.15 -2.01
C 5.24 -0.87 -2.52
C 5.05 -2.17 -2.06
C 4.09 -2.44 -1.11
C 3.30 -1.41 -0.59
S 2.08 -1.83 0.63
H 4.61 1.17 -2.35
H 6.00 -0.65 -3.26
H 5.66 -2.98 -2.45
H 3.93 -3.45 -0.75
F -1.08 0.51 2.19
B -0.17 -0.15 3.14
F -0.07 -1.45 2.63
F 1.09 0.45 2.75
F -0.52 0.01 4.42
```

Output
net charge	+1
multiplicity	1
Kohn-Sham gap	7.54	eV
E_LUMO	-2.88	eV
highest occupied orbital energy	-10.41	eV



[8]
# C27H31ClFN2O2Pt

A molecular structure, C27H31ClFN2O2Pt in a non-equilibrium geometry (the ωB97M-V functional and the def2-TZVPD basis, OMol25).

XYZ file:
```
65
Properties=species:S:1:pos:R:3
Pt 1.76 0.83 0.14
N 1.82 0.57 2.31
C 3.03 1.30 2.72
C 4.15 1.21 1.69
O 5.29 1.47 2.03
O 3.77 0.85 0.50
H 0.98 0.92 2.76
H 1.86 -0.43 2.43
H 3.40 0.99 3.70
H 2.77 2.36 2.78
C 2.69 -2.65 -2.16
C 1.45 -1.86 -1.74
C 0.52 -1.61 -2.92
C 0.68 -2.46 -0.59
C 0.64 -3.84 -0.42
C -0.10 -4.44 0.59
C -0.79 -3.63 1.47
C -0.77 -2.24 1.35
C -1.50 -1.44 2.42
C -2.99 -1.78 2.49
C -0.84 -1.65 3.79
C -0.06 -1.63 0.29
N -0.08 -0.21 0.23
C -1.33 0.34 0.01
C -2.38 -0.33 -0.65
C -3.63 0.24 -0.85
C -3.90 1.53 -0.40
C -2.88 2.22 0.26
C -1.66 1.63 0.45
F -0.73 2.34 1.14
H 3.28 -2.05 -2.86
H 2.43 -3.59 -2.66
H 3.32 -2.88 -1.30
H 1.78 -0.89 -1.38
H 0.08 -2.55 -3.27
H 1.06 -1.16 -3.76
H -0.29 -0.94 -2.64
H 1.20 -4.46 -1.11
H -0.11 -5.51 0.69
H -1.34 -4.08 2.29
H -1.41 -0.38 2.18
H -3.15 -2.82 2.78
H -3.47 -1.61 1.53
H -3.48 -1.15 3.24
H -0.93 -2.69 4.11
H -1.32 -1.02 4.55
H 0.22 -1.40 3.77
H -2.18 -1.33 -1.02
H -4.39 -0.32 -1.37
H -4.87 1.99 -0.54
H -3.03 3.23 0.64
Cl -1.97 6.02 -2.59
C -0.83 4.71 -2.31
C -1.23 3.40 -2.52
C -0.32 2.38 -2.31
C 0.99 2.63 -1.91
C 1.97 1.52 -1.75
C 1.35 3.96 -1.70
C 0.45 5.00 -1.89
H -2.25 3.19 -2.83
H -0.64 1.35 -2.46
H 3.01 1.85 -1.80
H 1.81 0.76 -2.52
H 2.36 4.19 -1.37
H 0.75 6.03 -1.73
```

Output
relative energy (zero: lowest compared OMol25 entry of this formula, charge and spin)	20.38	kcal/mol
net charge	-1
multiplicity	1
Kohn-Sham gap	6.77	eV
E_LUMO	2.57	eV
highest occupied orbital energy	-4.20	eV



Number 1: electronic energy -14276.65601 a.u., molar mass 1214.6 Da. Number 2: electronic energy -440.87642 a.u., molar mass 117.1 Da. Number 3: electronic energy -884.46083 a.u., molar mass 141.1 Da. Number 4: electronic energy -607.36184 a.u., molar mass 91.1 Da. Number 5: electronic energy -406.30968 a.u., molar mass 62.1 Da. Number 6: electronic energy -3814.77352 a.u., molar mass 544.2 Da. Number 7: electronic energy -2415.74359 a.u., molar mass 695.9 Da. Number 8: electronic energy -1986.93205 a.u., molar mass 665.1 Da.